The following is a quantum chemistry calculation of a cluster of 6 separate species, C27H62Cl2O16S in total in a non-equilibrium geometry, from OMol25.

The geometry in XYZ format:
```
108
Properties=species:S:1:pos:R:3:mulliken_charge:R:1
O -0.96905 -1.05169 0.35297 -0.38
S -1.13929 -1.27935 -1.04388 0.96
O -1.50031 -2.54713 -1.51548 -0.52
O -2.25201 -0.15630 -1.64085 -0.28
C -1.59334 0.76257 -2.52986 -0.24
C -0.09016 0.72635 -2.11128 -0.04
O 0.07676 -0.72212 -1.90130 -0.33
H -1.74113 0.37851 -3.54467 0.36
H -2.09361 1.71627 -2.40143 -0.04
H -0.02119 1.20873 -1.14244 0.05
H 0.67581 1.10206 -2.78712 0.46
C 2.72913 -1.76381 4.64566 -0.86
O 2.52731 -1.85708 3.28019 -0.25
C 2.32332 -0.64487 2.60204 -0.76
C 2.24200 -0.83687 1.08502 0.10
O 3.49784 -1.16455 0.56540 -0.32
C 3.55090 -1.42213 -0.83425 -0.12
C 4.94289 -1.85227 -1.28759 -0.79
O 5.12788 -3.14036 -0.81029 -0.30
C 6.36523 -3.66428 -1.16777 -0.80
H 3.59704 -1.16401 4.95751 0.29
H 2.96787 -2.74422 5.03060 0.29
H 1.88616 -1.36299 5.18837 0.35
H 3.13463 0.06387 2.76099 0.31
H 1.37286 -0.24329 2.95063 0.40
H 1.85148 0.09093 0.63517 -0.04
H 1.52270 -1.63167 0.93810 0.40
H 3.28125 -0.51771 -1.40070 0.20
H 2.83021 -2.21127 -1.12656 0.32
H 5.66253 -1.11799 -0.88407 0.31
H 4.97308 -1.82233 -2.36356 0.47
H 6.38005 -4.73228 -0.96365 0.27
H 7.22616 -3.30442 -0.60447 0.30
H 6.57847 -3.56895 -2.23134 0.32
C -0.22947 -4.10632 4.55217 -0.70
O -1.42117 -4.40097 3.83411 -0.41
C -1.59065 -3.40495 2.84849 -0.21
C -2.92467 -3.60194 2.16027 -0.46
O -3.04636 -4.76426 1.37746 -0.29
C -4.18522 -4.86162 0.59989 -0.47
C -4.01296 -5.88882 -0.52783 -0.36
O -5.24511 -5.85247 -1.22903 -0.31
C -5.33294 -6.77808 -2.26769 -0.77
H 0.59782 -3.93676 3.85586 0.27
H -0.03486 -4.93751 5.23434 0.33
H -0.39965 -3.22051 5.18862 0.28
H -0.68582 -3.43379 2.23740 0.20
H -1.63140 -2.39159 3.31476 0.38
H -3.05995 -2.69017 1.55392 0.20
H -3.73135 -3.71218 2.86820 0.31
H -4.54647 -3.92043 0.18896 0.31
H -5.03047 -5.25670 1.20671 0.20
H -3.78556 -6.91754 -0.18764 0.41
H -3.15329 -5.60230 -1.15887 0.20
H -5.21255 -7.80949 -1.87900 0.34
H -4.62398 -6.71175 -3.08717 0.30
H -6.35694 -6.77911 -2.62560 0.26
C -1.33899 3.93155 0.02527 -0.63
O -1.49698 2.51421 -0.06369 -0.04
C -2.67532 1.99023 0.65773 -0.43
C -4.06669 2.37676 0.10859 -0.30
O -4.34051 3.76759 0.22686 -0.33
C -5.41500 4.25872 -0.57075 -0.66
C -5.14145 4.27993 -2.09129 -0.40
O -3.97635 4.99333 -2.33784 -0.22
C -3.67392 5.30127 -3.71689 -0.77
H -0.41638 4.30129 -0.35465 0.03
H -1.30734 4.22588 1.08425 0.36
H -2.03854 4.52151 -0.53023 0.26
H -2.53340 2.21754 1.73481 0.51
H -2.62512 0.92159 0.60233 -0.05
H -4.79337 1.77400 0.67617 0.38
H -4.19786 2.10621 -0.93641 0.08
H -5.60531 5.29368 -0.32790 0.33
H -6.32502 3.71164 -0.29123 0.36
H -6.01578 4.75516 -2.59907 0.42
H -5.03004 3.25150 -2.44576 0.29
H -4.51526 5.58777 -4.34663 0.33
H -3.19554 4.42749 -4.15123 0.25
H -2.93519 6.11435 -3.75250 0.25
C 6.47507 2.71262 3.75635 -0.79
O 5.47121 2.44650 2.81309 -0.28
C 6.06620 2.18871 1.55267 -0.76
C 4.93846 2.05311 0.52812 0.40
O 4.53281 3.27779 -0.05583 -0.40
C 3.35951 3.19377 -0.83787 -0.09
C 2.84681 4.49594 -1.30124 -0.63
O 1.96964 5.06328 -0.38994 -0.31
C 1.60293 6.38563 -0.63162 -0.88
H 6.10907 2.87891 4.77126 0.25
H 7.04856 3.62217 3.51613 0.31
H 7.18102 1.85711 3.80394 0.31
H 6.60098 1.24998 1.58784 0.44
H 6.78626 2.90689 1.15713 0.41
H 4.09143 1.52371 1.01863 -0.26
H 5.31532 1.40173 -0.25760 0.11
H 2.57224 2.65067 -0.30275 0.16
H 3.58187 2.55563 -1.71600 0.24
H 2.32466 4.34972 -2.25246 0.35
H 3.67016 5.15419 -1.60050 0.41
H 2.42247 7.08582 -0.44280 0.33
H 0.79936 6.68201 0.02687 0.27
H 1.21624 6.57707 -1.65678 0.35
Cl -3.71170 -4.48813 -5.03392 -0.18
C -3.79575 -3.50876 -3.60749 1.13
Cl -5.20450 -2.40764 -3.64204 -0.21
H -3.98418 -4.16402 -2.76564 -0.68
H -2.90723 -2.91369 -3.39586 -0.09
```

Output
frontier orbital gap: 9.6 eV
charge: 0
SMILES: O=S1(=O)OCCO1.COCCOCCOC.COCCOCCOC.COCCOCCOC.COCCOCCOC.ClCCl
E_tot: -3588.05278 a.u.
lowest unoccupied orbital energy: 0.28 eV